Entry 1:
{"formula": "C23H30EuF9N8O2PS3", "method": "ωB97M-V/def2-TZVPD", "de_lowest_ev": 1.006, "multiplicity": 8, "s_squared": 15.76, "homo_energy_ev": [-5.5735, -7.2857], "total_energy_ha": -4628.10715, "homo_lumo_gap_ev": [6.0, 7.7], "symbols": ["Eu", "O", "N", "C", "C", "C", "C", "C", "S", "H", "H", "H", "H", "F", "C", "F", "F", "C", "O", "C", "F", "F", "F", "C", "F", "F", "F", "C", "N", "C", "C", "N", "C", "S", "H", "H", "H", "H", "H", "H", "C", "N", "C", "C", "N", "C", "S", "H", "H", "H", "H", "H", "H", "H", "H", "C", "N", "C", "N", "C", "N", "C", "P", "C", "C", "H", "H", "H", "H", "H", "H", "H", "H", "H", "H", "H", "H"], "xyz": [[0.4137, 1.0032, -0.7775], [0.6519, 0.9472, 1.4263], [1.7092, 1.6470, 1.8317], [1.5475, 2.4601, 2.9027], [2.5661, 3.2322, 3.3794], [3.8028, 3.1786, 2.7304], [3.9543, 2.3629, 1.6384], [2.8912, 1.5749, 1.1524], [3.0799, 0.5604, -0.2344], [0.5518, 2.4415, 3.3171], [2.3919, 3.8687, 4.2361], [4.6313, 3.7851, 3.0791], [4.8850, 2.3064, 1.0957], [-0.5679, 6.3470, -0.5123], [0.4305, 5.4422, -0.4250], [0.9711, 5.5606, 0.7818], [1.3600, 5.7944, -1.3230], [-0.0514, 3.9948, -0.6847], [0.8367, 3.0898, -0.2942], [-1.4026, 3.7634, 0.0838], [-1.6025, 2.4428, 0.2147], [-2.4969, 4.2639, -0.5200], [-1.3758, 4.2614, 1.3265], [-0.3161, 3.7957, -2.2277], [-1.1682, 2.7463, -2.3771], [-0.8465, 4.8373, -2.8798], [0.8111, 3.4415, -2.8353], [0.2585, -2.8889, -3.7809], [1.6105, -2.4716, -3.4313], [2.7090, -3.3117, -3.2416], [3.7525, -2.5287, -2.9323], [3.2787, -1.2235, -2.9516], [1.9603, -1.1719, -3.2481], [0.9986, 0.2009, -3.4306], [0.2083, -3.9731, -3.7056], [0.0108, -2.5721, -4.7922], [-0.4526, -2.4337, -3.0953], [2.6359, -4.3834, -3.3275], [4.7747, -2.7760, -2.7020], [3.7951, -0.3901, -2.7104], [-4.5833, 1.3899, -2.4145], [-4.4265, 0.9138, -1.0560], [-5.3682, 1.2890, -0.0056], [-4.8161, 0.5640, 1.2337], [-3.5500, 0.0411, 0.7351], [-3.3777, 0.2091, -0.5872], [-2.0556, -0.3316, -1.4794], [-4.9036, 2.4337, -2.3922], [-5.3236, 0.8025, -2.9617], [-3.6270, 1.3166, -2.9223], [-6.3784, 0.9662, -0.2581], [-5.3777, 2.3726, 0.1181], [-5.4731, -0.2415, 1.5572], [-4.6644, 1.2442, 2.0686], [-2.9062, -0.5124, 1.2712], [-0.4374, -4.5452, 1.4824], [-0.7427, -3.3734, 2.3090], [0.3322, -3.2162, 3.2936], [1.6695, -3.1279, 2.7145], [1.8910, -4.3118, 1.8851], [0.8800, -4.5156, 0.8438], [0.9515, -3.4317, -0.1603], [0.6672, -1.7080, 0.4975], [-0.8604, -2.1624, 1.4706], [1.8339, -1.8839, 1.9329], [-1.2029, -4.6374, 0.7090], [-0.4825, -5.4292, 2.1225], [0.3075, -4.0809, 3.9604], [0.1424, -2.3161, 3.8823], [1.8837, -5.1886, 2.5369], [2.8744, -4.2357, 1.4145], [0.2166, -3.6274, -0.9474], [1.9364, -3.4529, -0.6290], [-1.6861, -2.2821, 0.7676], [-1.0769, -1.3082, 2.1213], [1.6842, -1.0227, 2.5820], [2.8514, -1.8250, 1.5479]], "mulliken_charge": [0.21, -0.48, 0.27, -0.40, -0.83, -0.38, -0.75, 0.54, -0.41, 0.49, 0.42, 0.37, 0.48, -0.29, 0.40, -0.22, -0.27, 1.36, -0.47, 0.36, 0.06, -0.34, -0.32, 0.06, -0.03, -0.31, -0.25, -0.82, 0.39, -0.33, -0.56, 0.19, -0.25, -0.39, 0.32, 0.31, 0.18, 0.43, 0.44, 0.32, -0.88, 0.13, -0.65, -0.65, 0.12, 0.08, -0.35, 0.34, 0.28, 0.24, 0.37, 0.35, 0.36, 0.33, 0.03, -1.05, 0.12, -0.98, 0.19, -0.92, 0.16, -1.23, 2.45, -1.38, -1.46, 0.37, 0.30, 0.29, 0.39, 0.30, 0.38, 0.45, 0.27, 0.52, 0.29, 0.43, 0.49]}


Entry 2:
{"formula": "CH3BrOS", "method": "ωB97M-V/def2-TZVPD", "smiles": "COSBr", "de_lowest_ev": 0.708, "homo_energy_ev": -9.2239, "total_energy_ha": -3087.28708, "homo_lumo_gap_ev": 8.4, "symbols": ["C", "O", "S", "Br", "H", "H", "H"], "xyz": [[0.8634, -0.1718, -0.0684], [0.1155, 0.9054, -0.5036], [-1.2382, 1.2914, 0.3016], [-2.6231, -0.5818, 0.0082], [0.5460, -0.4041, 0.9277], [1.8469, -0.0040, 0.0377], [0.4895, -1.0351, -0.7033]], "mulliken_charge": [-0.69, -0.25, 0.15, -0.13, 0.32, 0.32, 0.29]}


Entry 3:
{"formula": "C21H32N2O6", "method": "ωB97M-V/def2-TZVPD", "smiles": "CC(=O)OCc1cccc2c1C(=O)C=CC2=O.COC[C@@H](C)N.COC[C@@H](C)N", "homo_energy_ev": -8.8143, "total_energy_ha": -1380.21750, "homo_lumo_gap_ev": 7.4, "symbols": ["C", "C", "O", "O", "C", "C", "C", "C", "C", "C", "C", "C", "O", "C", "C", "C", "O", "H", "H", "H", "H", "H", "H", "H", "H", "H", "H", "C", "O", "C", "C", "C", "N", "H", "H", "H", "H", "H", "H", "H", "H", "H", "H", "H", "C", "O", "C", "C", "C", "N", "H", "H", "H", "H", "H", "H", "H", "H", "H", "H", "H"], "xyz": [[-1.4716, 1.6160, 5.2343], [-1.4958, 1.7684, 3.6776], [-1.6902, 2.8694, 3.2280], [-1.2555, 0.6924, 2.8021], [0.0605, 0.1154, 3.1322], [-0.2168, -1.1179, 4.0552], [-1.3873, -1.9569, 3.7032], [-1.7858, -3.1140, 4.5018], [-0.9587, -3.4190, 5.6935], [0.2165, -2.6108, 6.0301], [0.6268, -1.4298, 5.2046], [1.8828, -0.6497, 5.6292], [2.2751, 0.4048, 5.1706], [2.7314, -1.2529, 6.8042], [2.3368, -2.3026, 7.5693], [0.9888, -3.0397, 7.3076], [0.5445, -3.8742, 8.0661], [-1.6555, 2.5792, 5.7697], [-0.4648, 1.2464, 5.5971], [-2.2123, 0.8548, 5.6170], [0.6449, 0.9386, 3.6044], [0.4727, -0.2631, 2.1645], [-2.0197, -1.6995, 2.8183], [-2.6860, -3.7127, 4.2290], [-1.2579, -4.2958, 6.3195], [3.7217, -0.7754, 7.0261], [3.0028, -2.6427, 8.4024], [-1.0695, 1.4800, -3.2809], [-0.7096, 2.2082, -2.1200], [-1.7336, 3.0461, -1.6017], [-2.8270, 2.3140, -0.8001], [-3.8072, 1.5246, -1.6649], [-2.2472, 1.4132, 0.2024], [-1.7247, 2.0558, -3.9415], [-1.5395, 0.5348, -3.0031], [-0.1553, 1.2383, -3.8261], [-1.2283, 3.7399, -0.9236], [-2.1674, 3.6588, -2.4036], [-3.4073, 3.0789, -0.2736], [-3.4003, 0.5711, -2.0030], [-4.7104, 1.2940, -1.0942], [-4.1100, 2.1007, -2.5440], [-1.6855, 1.9620, 0.8489], [-1.5645, 0.8260, -0.2751], [2.4766, -0.7314, -4.5052], [1.3083, -0.4131, -5.2404], [1.5227, 0.4504, -6.3482], [2.1204, -0.2303, -7.5944], [3.6055, -0.5612, -7.4696], [1.3896, -1.4554, -7.9414], [3.1686, 0.1135, -4.4470], [2.9717, -1.6027, -4.9371], [2.1737, -1.0006, -3.4915], [0.5332, 0.8329, -6.6163], [2.1179, 1.3214, -6.0435], [2.0172, 0.4739, -8.4265], [3.7910, -1.4574, -6.8772], [4.0336, -0.7460, -8.4579], [4.1576, 0.2690, -7.0204], [0.4211, -1.2134, -8.1383], [1.3314, -2.0249, -7.0987]], "mulliken_charge": [-0.70, 0.64, -0.53, -0.30, -0.69, 0.59, -0.42, -0.71, -0.63, 0.05, 0.22, 0.78, -0.57, -0.51, -0.51, 0.42, -0.56, 0.35, 0.10, 0.25, 0.49, 0.35, 0.41, 0.37, 0.39, 0.35, 0.34, -0.35, -0.40, -0.78, 0.29, -1.49, -0.41, 0.28, 0.18, 0.04, 0.35, 0.44, 0.43, 0.29, 0.37, 0.36, 0.13, 0.28, -0.75, -0.37, -0.70, 0.31, -1.40, -0.74, 0.34, 0.27, 0.27, 0.35, 0.43, 0.41, 0.29, 0.35, 0.34, 0.27, 0.33]}


Entry 4:
{"formula": "CH5ISi", "method": "ωB97M-V/def2-TZVPD", "de_lowest_ev": 1.108, "homo_energy_ev": -8.7017, "total_energy_ha": -628.24490, "homo_lumo_gap_ev": 7.8, "symbols": ["C", "Si", "I", "H", "H", "H", "H", "H"], "xyz": [[0.7613, 0.7638, -0.0723], [-0.1849, -0.8909, -0.0415], [-3.2108, 0.0055, -0.0820], [0.3816, 1.5700, -0.7061], [0.9400, 1.1331, 1.0200], [1.7889, 0.6207, -0.5659], [-0.2922, -1.3158, 1.4038], [-0.1841, -1.8863, -0.9559]], "mulliken_charge": [-0.90, 0.42, -0.34, 0.33, 0.27, 0.30, -0.02, -0.06]}


Entry 5:
{"formula": "C3H9N5", "method": "ωB97M-V/def2-TZVPD", "smiles": "[H]/N=C(/N=C\\C)N(N)N", "de_lowest_ev": 4.826, "homo_energy_ev": [-8.3797, -8.3802], "total_energy_ha": -393.33615, "homo_lumo_gap_ev": [8.7, 8.7], "symbols": ["H", "N", "C", "N", "C", "C", "N", "N", "N", "H", "H", "H", "H", "H", "H", "H", "H"], "xyz": [[1.9470, -1.7559, -0.7998], [2.0416, -1.2736, 0.0912], [1.2541, -0.2758, 0.1765], [1.1459, 0.6715, 1.1092], [-0.1544, 0.9796, 1.1876], [-1.2166, 0.1186, 1.7947], [0.0638, 0.0076, -0.7540], [0.2825, 0.9359, -1.8121], [-0.7268, -1.0839, -1.1457], [-0.3969, 2.0522, 1.1976], [-1.0308, -0.9400, 1.6167], [-2.2005, 0.3980, 1.4124], [-1.2125, 0.3025, 2.8743], [0.3858, 1.8471, -1.3698], [1.1900, 0.7244, -2.2358], [-1.2307, -0.8186, -1.9873], [-0.1414, -1.8897, -1.3557]], "mulliken_charge": [0.20, -0.73, 0.48, -0.55, 0.42, -1.15, 0.52, -0.83, -0.69, 0.34, 0.32, 0.28, 0.36, 0.28, 0.27, 0.30, 0.19]}


Entry 6:
{"formula": "C4H6ClNO2", "method": "ωB97M-V/def2-TZVPD", "smiles": "O=C1NC[C@@]1(O)CCl", "de_lowest_ev": 1.035, "homo_energy_ev": -9.9629, "total_energy_ha": -821.43451, "homo_lumo_gap_ev": 10.5, "symbols": ["O", "C", "N", "C", "C", "O", "C", "Cl", "H", "H", "H", "H", "H", "H"], "xyz": [[0.4978, 2.0964, -1.2753], [0.3303, 1.3360, -0.3674], [-0.0224, 1.4891, 0.9499], [-0.0416, 0.0828, 1.2841], [0.3591, -0.2115, -0.1984], [1.6424, -0.6924, -0.4053], [-0.6181, -0.9752, -1.0927], [-2.3131, -0.4296, -0.9014], [-0.2887, 2.2969, 1.4861], [-0.9877, -0.2939, 1.6168], [0.7340, -0.2112, 2.0116], [1.6342, -1.6426, -0.1516], [-0.6011, -2.0352, -0.8540], [-0.3252, -0.8096, -2.1025]], "mulliken_charge": [-0.60, 0.01, -0.08, -0.77, 1.02, -0.53, -0.75, -0.20, 0.18, 0.28, 0.28, 0.38, 0.40, 0.38]}